{"formula": "C3H2N2S", "method": "ωB97M-V with the def2-TZVPD basis set", "mol_weight_da": 98.1, "smiles": "S=C1N=CC=N1", "charge": 0, "e_tot_ha": -623.1092, "e_above_lowest_ev": 1.740, "e_lumo_ev": -1.71, "homo_ha": -0.3482, "species": ["C", "S", "H", "H", "C", "N", "N", "C"], "xyz": [[0.7725, 0.0498, 0.7760], [-0.3186, -1.3745, -2.3733], [-1.0271, 1.1423, 1.4518], [1.3235, -0.4336, 1.8096], [-0.6120, 0.7265, 0.5946], [-1.1506, 0.5702, -0.5478], [1.1351, -0.3853, -0.4472], [-0.1227, -0.2954, -1.2636]], "mulliken_charge": [-0.009, -0.227, 0.411, 0.271, 0.039, -0.433, -0.325, 0.273]}